Record 1
Entry from OMol25: C9H13N2O2 as an isolated structure at a distorted geometry (ωB97M-V with the def2-TZVPD basis set).

Element x y z (Å)
C (0.811, 0.314, 1.315)
C (-1.917, -0.391, 0.219)
C (-0.322, 1.061, 1.422)
C (-1.565, 0.707, 0.825)
C (-1.843, 2.725, 1.818)
C (-1.010, -1.629, 0.115)
C (0.478, -1.321, 0.125)
C (0.193, -0.272, -1.966)
C (2.404, -0.539, -1.207)
N (-0.551, 2.285, 2.055)
N (1.029, -1.202, -1.233)
O (-2.399, 3.683, 2.165)
O (-2.465, 1.703, 1.033)
H (1.742, 0.243, 1.825)
H (-2.904, -0.473, -0.309)
H (-1.143, -2.256, 1.075)
H (-1.152, -2.148, -0.830)
H (1.121, -2.093, 0.706)
H (0.494, 0.667, -1.660)
H (0.426, -0.197, -3.024)
H (-0.839, -0.518, -1.847)
H (2.516, 0.218, -0.406)
H (3.124, -1.248, -1.090)
H (2.666, -0.015, -2.112)
H (0.099, 2.871, 2.564)
H (1.005, -2.175, -1.577)

Output
HOMO level = -12.3 eV
Energy = -16609.2343 eV
Charge = +1
Orbital gap = 0.3319 hartree
Relative energy (zero: lowest compared OMol25 entry of this formula, charge and spin) = 275.0 kJ/mol
E_LUMO = -3.282 eV

Here are the Löwdin charges for atoms 1 to 8, given in e: atom 1 (C): 0.170, atom 2 (C): -0.004, atom 3 (C): -0.218, atom 4 (C): -0.270, atom 5 (C): -0.464, atom 6 (C): -0.145, atom 7 (C): -0.147, atom 8 (C): -0.008



Record 2
Entry from OMol25: C41H47BrN3O3PRuS as an isolated structure at a distorted geometry (ωB97M-V with the def2-TZVPD basis set).

Element x y z (Å)
Ru (-0.071, -0.594, 0.229)
O (0.835, 2.502, 3.131)
C (1.733, 2.013, 3.999)
C (2.293, 2.852, 4.902)
C (3.270, 2.387, 5.765)
C (3.755, 1.082, 5.596)
C (3.232, 0.281, 4.609)
C (2.221, 0.740, 3.769)
C (1.829, -0.030, 2.544)
O (0.462, 0.105, 2.076)
N (2.738, 0.256, 1.458)
N (2.391, -0.051, 0.246)
C (3.238, 0.069, -0.697)
C (2.876, -0.205, -2.084)
Br (1.342, -1.237, -2.381)
C (3.610, 0.258, -3.137)
C (4.814, 1.068, -3.026)
C (4.803, 2.246, -3.741)
C (5.868, 3.111, -3.794)
C (7.056, 2.855, -3.088)
C (7.095, 1.667, -2.398)
C (5.973, 0.790, -2.304)
H (0.329, 1.761, 2.689)
H (1.915, 3.853, 4.959)
H (3.629, 3.035, 6.551)
H (4.500, 0.753, 6.237)
H (3.564, -0.730, 4.616)
H (1.845, -1.121, 2.807)
H (3.650, 0.673, 1.636)
H (4.253, 0.308, -0.409)
H (3.369, -0.043, -4.147)
H (3.857, 2.501, -4.249)
H (5.685, 4.025, -4.319)
H (7.907, 3.429, -3.295)
H (7.929, 1.345, -1.838)
H (6.027, -0.086, -1.690)
O (-0.089, 1.325, -1.061)
N (0.557, 2.493, -0.965)
C (0.655, 3.188, -2.140)
C (1.213, 4.473, -2.132)
C (1.677, 5.053, -0.963)
C (1.599, 4.238, 0.190)
C (1.142, 2.956, 0.152)
H (0.169, 2.761, -2.962)
H (1.253, 4.970, -3.094)
H (2.025, 6.066, -0.960)
H (1.934, 4.647, 1.156)
H (1.150, 2.233, 1.016)
S (0.067, -2.866, 1.089)
C (-0.077, -4.286, 0.012)
C (-1.128, -5.132, 0.323)
C (-1.289, -6.351, -0.334)
C (-0.418, -6.679, -1.380)
C (0.612, -5.818, -1.677)
C (0.847, -4.656, -0.948)
H (-1.692, -4.953, 1.243)
H (-2.099, -7.026, -0.030)
H (-0.521, -7.640, -1.885)
H (1.347, -6.098, -2.415)
H (1.718, -4.042, -1.072)
C (-3.349, 2.129, -1.174)
C (-3.482, 1.277, 0.098)
C (-2.686, 1.984, 1.245)
C (-4.924, 1.323, 0.569)
P (-2.774, -0.419, -0.185)
C (-3.630, -1.398, 1.085)
C (-4.955, -1.888, 0.981)
C (-5.443, -2.653, 2.033)
C (-4.725, -2.837, 3.208)
C (-3.451, -2.347, 3.306)
C (-2.919, -1.647, 2.231)
C (-3.212, -1.226, -1.880)
C (-2.863, -2.704, -1.766)
C (-4.696, -1.158, -2.267)
C (-2.314, -0.538, -2.901)
H (-3.430, 3.177, -1.037)
H (-4.073, 1.848, -1.948)
H (-2.331, 2.009, -1.570)
H (-3.195, 2.907, 1.552)
H (-1.636, 2.205, 1.000)
H (-2.575, 1.372, 2.157)
H (-5.331, 2.312, 0.514)
H (-4.901, 1.016, 1.622)
H (-5.703, 0.692, 0.089)
H (-5.530, -1.727, 0.092)
H (-6.387, -3.152, 1.890)
H (-5.198, -3.359, 4.043)
H (-2.888, -2.487, 4.208)
H (-1.866, -1.375, 2.302)
H (-3.622, -3.234, -1.146)
H (-1.827, -2.930, -1.393)
H (-2.985, -3.206, -2.701)
H (-5.181, -2.037, -1.857)
H (-4.900, -1.385, -3.374)
H (-5.118, -0.250, -1.937)
H (-1.393, -0.323, -2.422)
H (-2.739, 0.442, -3.251)
H (-2.244, -1.139, -3.798)

Output
HOMO level (spin up / spin down) = -9.9 / -10.7 eV
Energy = -146630.2427 eV
Multiplicity = 6
Charge = +1
Orbital gap (spin up / spin down) = 0.2700 / 0.2381 hartree
Expectation value of S² = 8.77
Relative energy (zero: lowest compared OMol25 entry of this formula, charge and spin) = 0.0 kJ/mol
E_LUMO (spin up / spin down) = -2.598 / -4.189 eV

Here are the Löwdin charges for atoms 1 to 8, given in e: atom 1 (Ru): 1.075, atom 2 (O): 0.022, atom 3 (C): -0.301, atom 4 (C): -0.011, atom 5 (C): -0.044, atom 6 (C): -0.073, atom 7 (C): -0.030, atom 8 (C): -0.115



Record 3
Entry from OMol25: C27H33IN8OS3Y as an isolated structure at a distorted geometry (ωB97M-V with the def2-TZVPD basis set).

Element x y z (Å)
Y (0.224, -0.087, 0.128)
C (-4.383, 3.031, 0.870)
S (-2.955, 3.922, 0.231)
C (-1.629, 2.826, 0.542)
S (-1.849, 1.330, 1.360)
N (-0.491, 3.308, 0.119)
N (0.551, 2.451, 0.247)
C (1.712, 2.965, 0.408)
C (2.853, 2.066, 0.583)
C (4.141, 2.553, 0.757)
C (5.182, 1.659, 0.923)
C (4.909, 0.300, 0.918)
C (3.596, -0.101, 0.744)
N (2.587, 0.751, 0.576)
H (-5.230, 3.693, 0.702)
H (-4.267, 2.839, 1.933)
H (-4.535, 2.100, 0.330)
H (1.853, 4.043, 0.458)
H (4.311, 3.621, 0.758)
H (6.195, 2.015, 1.054)
H (5.688, -0.435, 1.052)
H (3.340, -1.155, 0.738)
C (-2.887, -1.671, 3.422)
N (-1.475, -2.042, 3.372)
C (-1.249, -3.420, 2.965)
C (-0.481, -1.143, 3.414)
S (0.980, -1.374, 2.518)
N (-0.615, -0.079, 4.207)
C (-1.468, -0.074, 5.392)
C (0.270, 1.073, 4.103)
H (-3.365, -2.081, 2.532)
H (-3.002, -0.592, 3.388)
H (-3.379, -2.071, 4.310)
H (-1.799, -4.071, 3.646)
H (-0.193, -3.661, 3.016)
H (-1.615, -3.586, 1.951)
H (-1.762, -1.088, 5.652)
H (-2.357, 0.541, 5.250)
H (-0.892, 0.339, 6.219)
H (0.500, 1.293, 3.062)
H (1.204, 0.901, 4.644)
H (-0.245, 1.932, 4.529)
I (-5.277, 0.953, -2.664)
C (-3.210, 1.238, -2.737)
C (-2.639, 2.106, -3.653)
C (-1.263, 2.260, -3.633)
C (-0.528, 1.565, -2.693)
N (-1.076, 0.740, -1.795)
C (-2.405, 0.571, -1.832)
H (-3.251, 2.656, -4.354)
H (-0.767, 2.923, -4.326)
H (0.548, 1.676, -2.655)
H (-2.833, -0.092, -1.094)
C (-1.207, -3.721, -0.700)
C (-0.946, -2.288, -0.304)
O (-1.815, -1.704, 0.380)
H (-2.176, -4.077, -0.338)
H (-0.411, -4.353, -0.297)
H (-1.172, -3.815, -1.788)
N (2.731, -2.293, -2.916)
C (1.744, -2.006, -2.046)
N (1.685, -0.729, -1.739)
C (2.715, -0.132, -2.477)
C (3.120, 1.199, -2.564)
C (4.187, 1.499, -3.385)
C (4.850, 0.502, -4.116)
C (4.459, -0.819, -4.047)
C (3.381, -1.111, -3.220)
H (2.930, -3.203, -3.296)
H (1.078, -2.753, -1.652)
H (2.613, 1.975, -2.005)
H (4.519, 2.523, -3.474)
H (5.683, 0.776, -4.747)
H (4.964, -1.588, -4.615)

Output
HOMO level = -9.7 eV
Energy = -84150.9423 eV
Charge = +1
Orbital gap = 0.2432 hartree
Relative energy (zero: lowest compared OMol25 entry of this formula, charge and spin) = 167.8 kJ/mol
E_LUMO = -3.086 eV

Here are the Löwdin charges for atoms 1 to 8, given in e: atom 1 (Y): 1.166, atom 2 (C): -0.434, atom 3 (S): 0.869, atom 4 (C): -1.091, atom 5 (S): 0.611, atom 6 (N): -0.098, atom 7 (N): -0.112, atom 8 (C): -0.073



Record 4
Entry from OMol25: an isolated molecule of C19H23N3O4 (ωB97M-V with the def2-TZVPD basis set).

Element x y z (Å)
C (3.524, 2.191, 1.543)
C (2.020, 2.281, 1.320)
H (1.538, 2.936, 2.058)
C (1.351, 0.881, 1.358)
O (0.876, 0.394, 0.358)
N (1.393, 0.314, 2.575)
H (1.779, 0.855, 3.331)
C (1.019, -1.063, 2.878)
H (1.123, -1.160, 3.961)
C (-0.417, -1.432, 2.453)
C (-0.265, -2.513, 1.384)
H (-1.128, -3.175, 1.344)
C (1.019, -3.231, 1.783)
H (1.431, -3.840, 0.980)
H (0.842, -3.870, 2.650)
C (1.938, -2.073, 2.161)
H (2.780, -2.378, 2.783)
H (2.324, -1.611, 1.252)
H (-0.136, -2.045, 0.409)
H (-0.961, -1.825, 3.313)
H (-0.964, -0.572, 2.076)
O (1.811, 2.805, 0.013)
C (0.552, 3.105, -0.295)
O (-0.333, 3.199, 0.521)
C (0.392, 3.352, -1.778)
H (1.056, 2.671, -2.312)
H (0.710, 4.376, -1.988)
C (-1.059, 3.152, -2.228)
C (-1.477, 1.721, -2.040)
N (-1.350, 0.899, -3.016)
C (-1.712, -0.409, -2.812)
C (-1.566, -1.323, -3.862)
C (-1.925, -2.639, -3.686)
C (-2.439, -3.081, -2.467)
C (-2.589, -2.197, -1.423)
C (-2.227, -0.859, -1.582)
C (-2.361, 0.090, -0.480)
O (-2.777, -0.154, 0.634)
N (-1.974, 1.376, -0.822)
H (-1.958, 2.061, -0.071)
H (-2.985, -2.507, -0.468)
H (-2.719, -4.116, -2.346)
H (-1.810, -3.340, -4.500)
H (-1.169, -0.966, -4.799)
H (-1.711, 3.807, -1.647)
H (-1.141, 3.397, -3.286)
H (3.969, 3.177, 1.443)
H (3.962, 1.535, 0.796)
H (3.744, 1.802, 2.533)

Output
HOMO level = -8.3 eV
Energy = -32739.3121 eV
Orbital gap = 0.3286 hartree
Relative energy (zero: lowest compared OMol25 entry of this formula, charge and spin) = 46.8 kJ/mol
SMILES = C[C@@H](OC(=O)CCc1nc2ccccc2c(=O)[nH]1)C(=O)NC1CCCC1
E_LUMO = 0.617 eV

Here are the Löwdin charges for atoms 1 to 8, given in e: atom 1 (C): -0.009, atom 2 (C): -0.262, atom 3 (H): 0.157, atom 4 (C): -0.435, atom 5 (O): 0.110, atom 6 (N): 0.115, atom 7 (H): 0.141, atom 8 (C): -0.269



Record 5
Entry from OMol25: an isolated molecule of C4H7NO2 (ωB97M-V with the def2-TZVPD basis set).

Element x y z (Å)
C (-1.441, 0.350, -1.844)
N (-0.068, -0.012, -1.516)
C (0.239, -0.176, -0.308)
C (1.596, -0.518, 0.271)
O (1.491, -0.186, 1.644)
C (0.153, 0.131, 1.929)
O (-0.612, -0.062, 0.758)
H (-1.445, 1.242, -2.481)
H (-1.904, -0.453, -2.429)
H (-2.064, 0.545, -0.964)
H (2.395, 0.068, -0.194)
H (1.816, -1.590, 0.193)
H (0.083, 1.183, 2.226)
H (-0.238, -0.520, 2.717)

Output
HOMO level = -9.9 eV
Energy = -9845.5080 eV
Orbital gap = 0.3955 hartree
Relative energy (zero: lowest compared OMol25 entry of this formula, charge and spin) = 170.9 kJ/mol
SMILES = C/N=C1/COCO1
E_LUMO = 0.881 eV

Here are the Löwdin charges for atoms 1 to 8, given in e: atom 1 (C): -0.115, atom 2 (N): 0.057, atom 3 (C): -0.359, atom 4 (C): -0.090, atom 5 (O): -0.079, atom 6 (C): -0.189, atom 7 (O): 0.014, atom 8 (H): 0.075